Entry 1:
{"formula": "C39H54F7FeO39", "method": "ωB97M-V with the def2-TZVPD basis set", "e_lumo_ev": [-0.35, -0.93], "multiplicity": 6, "homo_ev": [-9.55, -9.46], "total_charge": 0, "e_above_lowest_kcal_mol": 0.0, "orbital_gap_ev": [9.20, 8.53], "species": ["Fe", "C", "C", "O", "O", "H", "H", "H", "C", "C", "O", "O", "H", "H", "H", "C", "C", "O", "O", "H", "H", "H", "C", "C", "O", "C", "O", "O", "F", "H", "H", "H", "C", "C", "O", "C", "O", "O", "F", "H", "H", "H", "C", "C", "O", "C", "O", "O", "F", "H", "H", "H", "C", "C", "O", "C", "O", "O", "F", "H", "H", "H", "C", "C", "O", "C", "O", "O", "F", "H", "H", "H", "C", "C", "O", "C", "O", "O", "F", "H", "H", "H", "C", "C", "O", "C", "O", "O", "F", "H", "H", "H", "C", "O", "C", "O", "O", "C", "H", "H", "H", "H", "H", "H", "C", "O", "C", "O", "O", "C", "H", "H", "H", "H", "H", "H", "C", "O", "C", "O", "O", "C", "H", "H", "H", "H", "H", "H", "C", "O", "C", "O", "O", "C", "H", "H", "H", "H", "H", "H"], "coordinates": [[9.932, 0.446, 18.246], [7.573, 0.100, 14.908], [8.528, 0.153, 16.074], [9.485, 0.920, 16.273], [8.465, -0.619, 17.008], [6.575, -0.279, 15.128], [8.064, -0.521, 14.159], [7.526, 1.111, 14.503], [12.137, -2.268, 20.173], [11.200, -1.331, 19.479], [10.959, -1.368, 18.268], [10.787, -0.287, 20.024], [12.796, -1.706, 20.834], [12.744, -2.807, 19.445], [11.672, -3.013, 20.819], [7.393, 3.207, 20.035], [8.308, 2.255, 19.349], [9.365, 2.481, 18.691], [8.192, 1.024, 19.236], [7.593, 4.197, 19.625], [7.613, 3.181, 21.102], [6.348, 2.920, 19.915], [2.463, 4.288, 16.810], [1.012, 4.496, 17.076], [0.680, 5.475, 16.143], [1.832, 6.143, 15.834], [1.882, 7.043, 15.024], [2.832, 5.568, 16.430], [0.921, 4.969, 18.328], [2.640, 3.568, 16.011], [2.927, 3.931, 17.729], [0.468, 3.551, 17.045], [5.846, -3.244, 17.883], [7.320, -3.479, 18.007], [7.431, -4.852, 17.995], [6.297, -5.446, 17.682], [6.208, -6.573, 17.185], [5.297, -4.522, 17.626], [7.744, -2.956, 19.232], [5.656, -2.543, 17.070], [5.512, -2.710, 18.773], [8.016, -3.094, 17.262], [5.451, 2.574, 23.131], [4.333, 1.846, 23.882], [3.168, 2.482, 23.473], [3.449, 3.508, 22.754], [2.649, 4.340, 22.312], [4.771, 3.745, 22.693], [4.398, 2.107, 25.209], [5.762, 2.034, 22.237], [6.354, 2.738, 23.719], [4.200, 0.783, 23.677], [10.023, 9.474, 19.215], [9.726, 8.395, 18.157], [10.421, 7.260, 18.644], [11.312, 7.625, 19.445], [12.211, 6.907, 19.824], [11.144, 8.889, 19.842], [10.164, 8.768, 16.988], [9.256, 9.556, 19.985], [10.168, 10.429, 18.711], [8.663, 8.183, 18.040], [3.202, 1.254, 19.897], [3.031, 0.080, 19.054], [4.242, 0.077, 18.360], [4.660, 1.368, 18.293], [5.531, 1.754, 17.554], [4.073, 2.111, 19.231], [1.999, 0.333, 18.176], [3.572, 0.958, 20.879], [2.251, 1.777, 20.000], [2.739, -0.794, 19.636], [8.642, 4.304, 15.507], [8.708, 5.702, 16.168], [7.534, 5.650, 16.906], [6.628, 4.708, 16.352], [5.469, 4.551, 16.671], [7.335, 3.999, 15.465], [8.582, 6.672, 15.207], [9.322, 3.557, 15.916], [8.950, 4.413, 14.468], [9.652, 5.919, 16.666], [5.009, 6.228, 20.692], [3.788, 6.675, 20.013], [4.190, 7.255, 18.829], [5.534, 7.363, 18.847], [6.033, 7.832, 17.841], [6.074, 6.779, 19.964], [3.384, 7.695, 20.744], [5.109, 5.193, 20.365], [5.004, 6.323, 21.778], [3.012, 5.928, 19.847], [7.399, -1.264, 23.198], [8.736, -0.880, 23.430], [9.190, 0.373, 23.093], [8.507, 1.216, 22.560], [10.581, 0.367, 23.379], [11.491, 1.203, 22.712], [6.806, -0.902, 24.038], [7.369, -2.353, 23.209], [6.948, -0.846, 22.298], [11.014, 2.008, 22.151], [12.045, 0.667, 21.941], [12.119, 1.612, 23.504], [13.830, 6.315, 16.835], [13.707, 5.636, 15.565], [12.759, 4.660, 15.282], [11.835, 4.304, 16.063], [12.958, 4.214, 14.030], [12.099, 3.305, 13.352], [12.821, 6.669, 17.048], [14.581, 7.103, 16.791], [14.141, 5.706, 17.685], [12.437, 3.182, 12.324], [11.046, 3.585, 13.314], [12.117, 2.272, 13.702], [13.727, 0.904, 15.874], [13.932, 1.648, 17.082], [12.910, 1.859, 17.918], [11.806, 1.321, 17.937], [13.218, 2.827, 18.744], [12.206, 3.565, 19.403], [13.026, 1.578, 15.383], [13.181, -0.028, 16.019], [14.689, 0.692, 15.407], [11.672, 2.979, 20.152], [11.522, 3.926, 18.635], [12.625, 4.394, 19.973], [6.924, 5.391, 25.421], [7.760, 4.919, 24.326], [8.128, 5.904, 23.424], [7.565, 6.998, 23.358], [8.947, 5.386, 22.526], [9.384, 6.203, 21.489], [6.024, 5.910, 25.090], [7.360, 6.195, 26.014], [6.592, 4.566, 26.051], [8.575, 6.662, 20.922], [10.052, 5.613, 20.861], [9.884, 7.043, 21.972]]}

---

Entry 2:
{"formula": "C39H54FGe2N5O3STc", "method": "ωB97M-V with the def2-TZVPD basis set", "e_lumo_ev": [-4.93, -4.96], "multiplicity": 4, "homo_ev": [-11.27, -10.38], "total_charge": 2, "e_above_lowest_kcal_mol": 38.4, "orbital_gap_ev": [6.34, 5.41], "species": ["Tc", "C", "C", "Ge", "C", "C", "C", "C", "Ge", "C", "C", "C", "C", "C", "C", "C", "C", "C", "C", "H", "H", "H", "H", "H", "H", "H", "H", "H", "H", "H", "H", "H", "H", "H", "H", "H", "H", "H", "H", "H", "H", "H", "H", "H", "H", "C", "C", "N", "C", "C", "C", "O", "O", "C", "O", "C", "C", "C", "F", "C", "C", "C", "N", "C", "C", "N", "C", "C", "H", "H", "H", "H", "H", "H", "H", "H", "H", "H", "H", "H", "H", "H", "H", "H", "H", "H", "C", "H", "H", "C", "C", "C", "C", "N", "C", "S", "N", "C", "H", "H", "H", "H", "H", "H", "H", "H"], "coordinates": [[0.347, -0.629, -0.101], [-3.955, 4.011, 1.719], [-3.481, 2.630, 1.259], [-1.494, 2.564, 1.042], [-0.398, 4.021, 0.240], [-0.664, 5.391, 0.867], [-0.766, 2.069, 2.772], [-0.224, 1.035, 3.424], [0.332, -0.595, 2.374], [2.351, -0.573, 2.640], [2.940, 0.548, 1.783], [-0.561, -2.240, 3.184], [-0.253, -2.814, 4.567], [0.068, 1.152, 4.881], [-0.334, 2.249, 5.654], [-0.003, 2.346, 6.994], [0.730, 1.344, 7.614], [1.108, 0.234, 6.879], [0.775, 0.144, 5.537], [-5.033, 3.994, 1.883], [-3.747, 4.764, 0.959], [-3.483, 4.321, 2.652], [-3.941, 2.379, 0.308], [-3.738, 1.867, 1.994], [-0.594, 4.049, -0.830], [0.644, 3.730, 0.390], [-1.685, 5.719, 0.677], [0.012, 6.133, 0.444], [-0.508, 5.374, 1.946], [-0.986, 2.978, 3.348], [2.747, -1.541, 2.321], [2.642, -0.416, 3.676], [2.627, 0.459, 0.732], [4.031, 0.534, 1.804], [2.606, 1.521, 2.150], [-0.368, -3.027, 2.440], [-1.631, -2.009, 3.127], [0.813, -3.014, 4.685], [-0.783, -3.760, 4.707], [-0.574, -2.139, 5.357], [-0.921, 3.048, 5.223], [-0.321, 3.212, 7.560], [0.995, 1.425, 8.660], [1.665, -0.567, 7.349], [1.072, -0.728, 4.981], [-1.439, 2.940, -6.913], [-2.269, 1.829, -6.277], [-1.545, 1.138, -5.207], [-1.768, 1.513, -3.936], [-1.164, 0.968, -2.839], [-1.545, 1.552, -1.526], [-2.353, 2.467, -1.497], [-0.987, 1.107, -0.415], [-0.171, -0.049, -3.027], [0.431, -0.611, -2.086], [0.119, -0.405, -4.409], [1.110, -1.341, -4.686], [1.368, -1.733, -5.971], [2.328, -2.664, -6.143], [0.668, -1.208, -7.068], [-0.290, -0.235, -6.782], [-0.584, 0.171, -5.481], [0.927, -1.557, -8.410], [-0.178, -1.702, -9.345], [0.237, -1.070, -10.682], [1.722, -1.225, -10.835], [2.157, -2.541, -10.278], [2.020, -2.473, -8.751], [-1.985, 3.381, -7.746], [-0.485, 2.562, -7.280], [-1.233, 3.724, -6.185], [-2.588, 1.099, -7.022], [-3.170, 2.254, -5.840], [-2.481, 2.313, -3.784], [1.669, -1.785, -3.875], [-0.805, 0.233, -7.608], [-1.075, -1.217, -8.976], [-0.424, -2.761, -9.486], [0.001, -0.008, -10.720], [-0.259, -1.571, -11.512], [2.185, -0.493, -10.293], [1.993, -1.118, -11.812], [3.188, -2.747, -10.556], [1.525, -3.310, -10.718], [2.944, -2.090, -8.323], [1.868, -3.488, -8.373], [1.466, -2.497, -0.048], [2.534, -2.311, -0.205], [1.420, -3.148, 0.829], [-3.224, -3.452, 1.163], [-2.626, -3.375, -0.193], [-3.335, -3.295, -1.364], [-2.634, -3.277, -2.577], [-1.313, -3.455, -2.619], [-0.636, -3.480, -1.488], [1.086, -3.588, -1.486], [-1.275, -3.369, -0.290], [-3.332, -3.016, -3.868], [-4.308, -3.404, 1.107], [-2.860, -2.636, 1.790], [-2.937, -4.388, 1.647], [-4.414, -3.245, -1.352], [-0.720, -3.363, 0.561], [-4.147, -3.726, -4.014], [-2.625, -3.079, -4.692], [-3.774, -2.017, -3.839]]}

---

Entry 3:
{"formula": "C39H54I2N2O2PPdS2", "method": "ωB97M-V with the def2-TZVPD basis set", "e_lumo_ev": -3.73, "multiplicity": 1, "homo_ev": -10.60, "total_charge": 1, "orbital_gap_ev": 6.87, "species": ["Pd", "O", "C", "C", "C", "C", "C", "C", "C", "O", "N", "N", "C", "S", "C", "C", "S", "H", "H", "H", "H", "H", "H", "H", "H", "H", "C", "C", "C", "C", "C", "C", "C", "C", "C", "C", "C", "C", "C", "C", "C", "C", "C", "C", "C", "C", "C", "P", "C", "C", "C", "C", "C", "C", "C", "C", "H", "H", "H", "H", "H", "H", "H", "H", "H", "H", "H", "H", "H", "H", "H", "H", "H", "H", "H", "H", "H", "H", "H", "H", "H", "H", "H", "H", "H", "H", "H", "H", "H", "H", "H", "H", "H", "H", "H", "H", "H", "H", "H", "H", "H", "I", "I"], "coordinates": [[-0.707, -0.080, 0.028], [0.112, 4.228, -1.545], [-0.283, 4.842, -0.387], [0.007, 6.171, -0.112], [-0.407, 6.733, 1.087], [-1.109, 5.979, 2.015], [-1.399, 4.652, 1.732], [-0.986, 4.079, 0.538], [-1.284, 2.651, 0.243], [-0.340, 1.809, 0.522], [-2.424, 2.343, -0.248], [-2.586, 0.949, -0.428], [-3.805, 0.756, -0.808], [-4.509, -0.800, -1.109], [-6.220, -0.220, -0.981], [-6.267, 1.140, -1.640], [-4.876, 2.124, -1.014], [0.412, 4.894, -2.173], [0.554, 6.765, -0.836], [-0.180, 7.771, 1.292], [-1.434, 6.421, 2.947], [-1.955, 4.047, 2.437], [-6.496, -0.167, 0.072], [-6.849, -0.951, -1.486], [-7.183, 1.674, -1.385], [-6.196, 1.055, -2.724], [4.339, 3.731, 0.676], [2.816, 3.663, 0.862], [2.399, 4.234, 2.213], [2.360, 2.244, 0.628], [2.221, 1.334, 1.674], [1.898, 0.013, 1.450], [2.073, -0.972, 2.591], [3.567, -1.132, 2.911], [1.340, -0.562, 3.865], [1.584, -0.425, 0.111], [1.786, 0.514, -0.967], [2.164, 1.805, -0.680], [1.667, 0.093, -2.416], [0.676, 0.983, -3.170], [3.039, 0.108, -3.098], [1.913, -1.863, -0.192], [3.275, -2.171, -0.252], [3.707, -3.471, -0.424], [2.773, -4.494, -0.534], [1.425, -4.194, -0.517], [0.978, -2.876, -0.367], [-0.784, -2.401, -0.423], [-1.563, -3.370, 0.984], [-1.528, -4.898, 0.844], [-0.750, -3.022, 2.236], [-3.013, -2.894, 1.184], [-1.418, -2.959, -2.135], [-2.802, -3.621, -2.095], [-0.487, -3.948, -2.845], [-1.473, -1.694, -3.006], [4.686, 4.758, 0.791], [4.639, 3.374, -0.310], [4.842, 3.117, 1.426], [2.355, 4.270, 0.079], [2.947, 3.768, 3.034], [1.329, 4.104, 2.382], [2.617, 5.302, 2.246], [2.423, 1.661, 2.686], [1.697, -1.940, 2.268], [3.991, -0.181, 3.237], [4.137, -1.483, 2.052], [3.696, -1.854, 3.719], [1.766, 0.342, 4.303], [1.412, -1.354, 4.611], [0.282, -0.379, 3.687], [2.299, 2.512, -1.488], [1.307, -0.938, -2.434], [1.040, 2.009, -3.227], [-0.298, 1.011, -2.676], [0.538, 0.619, -4.190], [3.459, 1.115, -3.103], [2.947, -0.222, -4.134], [3.745, -0.552, -2.594], [3.996, -1.368, -0.146], [4.766, -3.690, -0.464], [3.094, -5.521, -0.649], [0.716, -4.999, -0.636], [-0.525, -5.291, 1.000], [-1.903, -5.267, -0.105], [-2.160, -5.319, 1.630], [0.257, -3.435, 2.176], [-1.244, -3.460, 3.106], [-0.682, -1.947, 2.400], [-3.711, -3.488, 0.598], [-3.157, -1.844, 0.924], [-3.288, -3.010, 2.235], [-3.516, -3.115, -1.463], [-3.201, -3.622, -3.112], [-2.743, -4.658, -1.778], [-0.457, -4.918, -2.350], [0.530, -3.575, -2.953], [-0.892, -4.112, -3.847], [-2.028, -0.877, -2.546], [-1.949, -1.940, -3.957], [-0.472, -1.330, -3.227], [-2.210, 0.575, 2.936], [-4.850, 0.531, 2.719]]}

---

Entry 4:
{"formula": "C39H55Cl3GeMgN3O6S5SbSi", "method": "ωB97M-V with the def2-TZVPD basis set", "e_lumo_ev": 3.26, "multiplicity": 1, "homo_ev": -2.84, "total_charge": -2, "orbital_gap_ev": 6.11, "species": ["Mg", "S", "Sb", "S", "S", "Cl", "Ge", "Cl", "Cl", "S", "C", "C", "C", "N", "C", "C", "C", "C", "C", "N", "C", "C", "H", "H", "H", "H", "H", "H", "H", "H", "C", "C", "C", "C", "O", "Si", "O", "O", "C", "C", "C", "C", "O", "C", "C", "C", "C", "H", "H", "H", "H", "H", "H", "H", "H", "H", "H", "H", "H", "H", "H", "H", "H", "H", "H", "H", "H", "H", "H", "H", "H", "H", "H", "H", "C", "C", "C", "C", "C", "C", "N", "C", "C", "C", "C", "C", "C", "C", "O", "O", "C", "C", "H", "H", "H", "H", "H", "H", "H", "H", "H", "H", "H", "H", "H", "H", "C", "S", "C", "H", "H", "H", "H", "H", "H"], "coordinates": [[0.397, 0.664, 0.240], [0.818, 2.190, -5.866], [-0.170, 2.348, -3.844], [0.766, 0.548, -2.385], [-1.069, 0.062, -3.319], [4.495, 1.896, -1.031], [3.026, 1.431, 0.605], [4.445, 0.416, 2.064], [3.173, 3.474, 1.642], [-5.743, -2.024, 1.527], [-4.145, -1.309, 1.211], [-3.131, -2.018, 0.586], [-1.921, -1.384, 0.373], [-1.681, -0.127, 0.745], [-2.648, 0.538, 1.376], [-3.896, -0.008, 1.626], [-5.987, -2.897, -0.004], [-6.043, -2.217, -1.214], [-6.252, -2.947, -2.372], [-6.423, -4.269, -2.396], [-6.364, -4.907, -1.231], [-6.144, -4.274, -0.015], [-3.270, -3.038, 0.252], [-1.088, -1.882, -0.098], [-2.422, 1.550, 1.688], [-4.661, 0.581, 2.113], [-5.907, -1.145, -1.252], [-6.288, -2.444, -3.332], [-6.489, -5.984, -1.267], [-6.092, -4.842, 0.904], [4.424, -2.004, -2.687], [4.507, -2.430, -1.223], [4.516, -3.952, -1.107], [5.759, -1.860, -0.567], [3.395, -1.863, -0.526], [1.840, -2.367, -0.364], [1.009, -1.183, 0.278], [1.425, -2.966, -1.845], [0.562, -3.962, -2.373], [1.124, -5.355, -2.083], [0.520, -3.720, -3.879], [-0.837, -3.833, -1.782], [1.745, -3.728, 0.595], [1.794, -3.785, 2.016], [2.962, -2.956, 2.545], [1.985, -5.258, 2.365], [0.471, -3.273, 2.586], [5.255, -2.429, -3.258], [4.463, -0.918, -2.758], [3.482, -2.339, -3.121], [5.405, -4.352, -1.599], [3.634, -4.383, -1.576], [4.529, -4.257, -0.058], [6.654, -2.267, -1.045], [5.774, -2.113, 0.496], [5.769, -0.775, -0.652], [2.055, -5.510, -2.630], [0.410, -6.120, -2.402], [1.320, -5.469, -1.017], [1.533, -3.760, -4.282], [0.105, -2.736, -4.094], [-0.088, -4.483, -4.374], [-0.805, -3.996, -0.701], [-1.507, -4.574, -2.226], [-1.234, -2.840, -1.994], [3.904, -3.331, 2.140], [3.005, -3.006, 3.636], [2.871, -1.909, 2.248], [2.898, -5.633, 1.897], [1.142, -5.844, 1.994], [2.061, -5.396, 3.446], [0.308, -2.242, 2.271], [0.471, -3.325, 3.679], [-0.353, -3.885, 2.209], [2.626, 6.881, 0.085], [1.313, 6.829, 0.814], [1.248, 7.211, 2.147], [0.037, 7.216, 2.822], [-1.113, 6.824, 2.166], [-1.065, 6.428, 0.831], [-2.295, 6.137, 0.202], [-2.704, 5.035, -0.549], [-3.759, 5.261, -1.442], [-4.234, 4.261, -2.271], [-3.631, 3.013, -2.259], [-2.589, 2.784, -1.377], [-2.136, 3.751, -0.489], [-1.211, 3.289, 0.626], [-1.459, 3.728, 1.752], [-0.276, 2.463, 0.335], [0.153, 6.430, 0.136], [0.254, 6.034, -1.312], [3.416, 7.243, 0.743], [2.573, 7.544, -0.782], [2.916, 5.894, -0.276], [2.158, 7.503, 2.657], [-0.006, 7.502, 3.866], [-2.060, 6.774, 2.689], [-3.047, 6.745, 0.470], [-4.180, 6.260, -1.500], [-5.045, 4.477, -2.957], [-3.945, 2.228, -2.935], [-2.111, 1.815, -1.371], [-0.714, 6.006, -1.802], [0.708, 5.044, -1.414], [0.886, 6.734, -1.862], [1.542, -0.265, 4.255], [0.188, 0.576, 3.411], [0.592, 2.267, 3.890], [1.543, 0.015, 5.309], [2.497, -0.011, 3.799], [1.380, -1.340, 4.171], [1.612, 2.502, 3.595], [0.469, 2.384, 4.968], [-0.082, 2.931, 3.351]]}